# 1
Below is C6H10I3NO as an isolated structure, with properties calculated with wB97M-V/def2-TZVPD.

Structure (XYZ):
```
21
Properties=species:S:1:pos:R:3:forces:R:3:nbo_charge:R:1
C 0.227 0.009 3.037 1.239 0.867 0.287 0.43
C -0.984 -0.749 2.842 1.411 -1.076 -2.814 -0.73
C 1.052 0.436 -2.120 -2.099 0.726 -1.033 -0.75
C -1.883 0.320 -1.931 -1.030 -1.004 -4.434 -0.27
C 0.887 -0.619 0.282 -0.571 0.523 -0.694 -0.63
C 0.272 0.175 -0.897 -0.687 0.113 1.802 0.34
N 1.253 0.517 3.215 -1.119 -0.348 0.300 -0.44
O -1.047 -0.156 -0.968 2.107 -0.302 1.833 -0.55
I 1.001 -2.718 -0.296 -0.003 0.245 -0.073 0.07
I 2.912 0.173 0.553 0.799 -0.922 -1.251 0.51
I 0.361 2.474 0.044 -0.637 -0.091 -0.121 -0.25
H -0.569 -1.691 2.367 -0.836 0.665 0.719 0.28
H -1.638 -0.333 2.082 0.167 0.388 -0.092 0.27
H -1.535 -0.922 3.697 -0.863 -0.439 1.979 0.25
H 0.503 1.088 -2.831 0.312 -0.536 0.315 0.24
H 1.876 0.992 -1.800 1.625 0.470 -0.100 0.24
H 1.249 -0.518 -2.547 0.570 -0.808 -0.670 0.23
H -1.610 1.350 -2.416 -0.691 -1.873 1.263 0.21
H -2.907 0.166 -1.593 0.030 1.096 0.566 0.21
H -1.961 -0.530 -2.774 0.753 1.984 1.011 0.18
H 2.540 0.537 2.055 -0.479 0.322 1.208 0.18
```
Positions in Å, forces in eV/Å.

Output
HOMO-LUMO gap   7.600 eV
Energy above the lowest of the compared OMol25 structures with the same formula, charge and spin   282.5 kJ/mol
LUMO   -0.010 Ha
DFT total energy   -34218.366 eV

***

# 2
Below is C30H45N3O7P2Sm as an isolated structure, with properties calculated with wB97M-V/def2-TZVPD.

Structure (XYZ):
```
88
Properties=species:S:1:pos:R:3:forces:R:3:lowdin_spin:R:1
Sm 0.012 0.054 -1.564 1.079 2.933 1.180 5.09
C 1.022 3.681 0.686 1.695 0.053 -0.321 -0.02
C 1.447 2.222 0.952 0.276 1.177 0.175 0.00
C 3.309 3.616 0.461 0.006 -1.254 0.267 -0.01
C 2.108 4.428 0.321 -1.894 -0.762 0.168 -0.01
C 2.975 2.361 0.871 -0.303 1.245 -0.615 -0.02
C -0.315 4.184 0.992 -0.905 0.273 -0.057 0.00
H -1.063 3.390 0.866 -0.060 0.131 0.038 0.00
H -0.582 5.031 0.342 0.016 -0.145 0.271 0.00
H -0.376 4.527 2.045 -0.047 -0.136 -0.422 0.00
C 2.046 5.852 -0.109 0.055 0.566 0.019 0.00
H 1.340 5.998 -0.949 0.370 -0.117 0.388 0.00
H 3.036 6.206 -0.430 -0.317 0.029 0.105 0.00
H 1.694 6.495 0.717 0.210 -0.141 -0.301 0.00
C 4.680 4.145 0.234 0.381 0.056 0.035 0.00
H 4.887 5.028 0.856 -0.072 -0.227 -0.133 0.00
H 4.818 4.451 -0.810 -0.056 0.002 0.105 0.00
H 5.435 3.385 0.456 -0.072 0.164 -0.004 0.00
C 3.889 1.280 1.255 0.528 -0.778 0.071 0.00
H 4.414 1.501 2.201 -0.167 -0.128 -0.274 0.00
H 4.657 1.091 0.493 -0.058 0.005 0.187 0.00
H 3.323 0.352 1.399 0.186 0.008 0.016 0.00
C 0.967 1.735 2.312 0.008 0.113 0.110 0.00
H 1.214 2.453 3.103 0.061 -0.031 -0.186 0.00
H 1.460 0.793 2.567 -0.266 -0.076 -0.008 0.00
H -0.124 1.623 2.307 0.225 -0.167 -0.007 0.00
C -3.104 -2.938 0.994 -0.143 -0.457 -0.317 0.00
C -3.756 -3.560 1.978 -0.857 -0.002 -0.492 0.00
C -3.188 -3.746 3.345 0.255 -1.134 0.364 0.00
C -1.929 -4.683 3.403 -0.845 0.121 0.623 0.00
C -0.621 -4.003 3.703 0.578 -0.216 -0.006 0.00
C -0.071 -3.013 2.986 -0.038 0.419 0.802 0.00
C -0.898 -2.092 2.116 0.072 -0.234 -0.713 0.00
C -1.601 -2.857 0.970 0.440 0.704 -0.387 0.00
H -3.972 -4.238 3.933 0.246 0.349 0.104 0.00
H -1.863 -5.259 2.467 0.078 0.168 0.261 0.00
H -2.944 -2.784 3.817 -0.237 -0.288 -0.108 0.00
H -1.192 -3.877 0.935 -0.180 0.287 0.102 0.00
H -3.617 -2.596 0.084 0.037 -0.595 0.243 0.00
H -4.750 -4.043 1.810 0.555 1.194 0.103 0.00
H -1.317 -2.393 0.011 -0.133 -0.269 0.579 0.00
H -1.680 -1.564 2.690 0.576 -0.098 -0.033 0.00
H 0.997 -2.747 3.081 -0.693 -0.010 0.564 0.00
H -0.236 -1.320 1.688 -0.239 -0.108 0.211 0.00
H -2.118 -5.424 4.198 0.163 0.280 -0.375 0.00
H -0.131 -4.409 4.599 0.445 -0.042 -0.825 0.00
P -0.665 -3.070 -2.295 0.000 -2.965 -1.263 -0.01
P 1.982 -1.861 -1.634 2.469 -1.821 -0.289 -0.01
C 0.858 -4.174 -2.507 0.003 0.606 0.440 0.00
C 2.038 -3.280 -2.827 -0.197 0.241 -0.024 0.00
H 0.656 -4.904 -3.304 0.023 0.137 0.473 0.00
H 1.014 -4.688 -1.545 0.058 0.044 -0.419 0.00
H 2.999 -3.800 -2.707 -0.172 0.231 -0.061 0.00
H 1.998 -2.864 -3.848 -0.024 -0.229 0.284 0.00
C 3.608 -1.208 -2.114 0.334 0.424 0.279 0.00
H 3.906 -0.400 -1.428 0.115 -0.237 -0.359 0.00
H 3.524 -0.820 -3.146 0.143 -0.082 0.466 0.00
H 4.331 -2.039 -2.100 -0.086 0.484 0.036 0.00
C 2.268 -2.789 -0.055 -0.180 0.189 0.433 0.00
H 2.749 -3.772 -0.197 -0.157 0.467 -0.230 0.00
H 1.313 -2.957 0.477 0.388 0.081 -0.187 0.00
H 2.920 -2.192 0.601 -0.290 -0.080 -0.178 0.00
C -1.122 -3.369 -4.068 -0.418 0.639 -0.029 0.00
H -2.096 -2.905 -4.246 0.165 -0.080 -0.359 0.00
H -1.188 -4.455 -4.240 0.011 0.537 0.036 0.00
H -0.357 -2.938 -4.728 -0.342 -0.027 0.040 0.00
C -1.647 -4.495 -1.599 -0.620 0.443 0.258 0.00
H -1.081 -5.001 -0.806 -0.231 0.284 -0.204 0.00
H -1.881 -5.232 -2.379 0.186 0.340 0.124 0.00
H -2.584 -4.109 -1.187 0.101 -0.376 0.011 0.00
O -4.479 5.773 0.504 0.470 -2.429 -0.305 0.00
N -4.346 4.535 0.574 -1.606 1.431 2.051 0.00
O -4.790 3.857 1.521 0.788 0.890 -1.816 0.00
C -3.582 3.842 -0.445 0.272 -0.906 -0.279 0.01
C -2.798 4.603 -1.314 0.586 -0.615 -0.264 0.02
C -1.845 3.940 -2.082 0.279 -0.416 0.558 0.00
C -1.666 2.527 -2.051 -0.443 -0.688 -0.317 0.02
O -0.710 1.942 -2.685 -0.552 -1.198 0.685 0.01
C -2.561 1.765 -1.164 -0.794 0.869 -0.417 0.03
C -3.503 2.442 -0.380 0.954 0.253 0.609 0.01
N -2.473 0.346 -1.228 3.251 -0.161 2.396 0.02
O -1.782 -0.168 -0.184 -3.889 1.595 -2.031 -0.05
O 0.954 1.383 -0.076 -0.856 -1.921 -1.424 -0.05
N -0.729 4.666 -2.681 1.554 2.181 -1.357 0.00
O 0.002 4.141 -3.537 -1.642 0.964 1.610 0.00
O -0.553 5.842 -2.277 -0.600 -2.139 -0.463 0.00
H -2.880 5.685 -1.326 0.126 -0.132 0.076 0.00
H -4.085 1.864 0.332 -0.138 0.310 -0.097 0.00
```
Positions in Å, forces in eV/Å.

Output
<S²>   8.8783
Net charge   +1
HOMO-LUMO gap (spin up / spin down)   2.722 / 3.196 eV
Multiplicity   6
LUMO (spin up / spin down)   -0.244 / -0.239 Ha
DFT total energy   -87106.978 eV

***

# 3
Below is C8H9FN2O4Pt as an isolated structure, with properties calculated with wB97M-V/def2-TZVPD.

Structure (XYZ):
```
25
Properties=species:S:1:pos:R:3:forces:R:3:nbo_charge:R:1
N -1.858 0.086 -1.757 -0.392 -1.074 -0.134 -0.89
C -1.160 1.348 -1.380 -0.341 -0.379 -0.028 -0.27
C -0.252 1.062 -0.231 0.142 -0.050 0.441 0.00
C 0.841 0.258 -0.250 -0.336 -0.371 -0.128 0.04
C 1.334 -0.439 -1.475 0.631 0.404 -0.074 -0.17
O 1.999 -1.631 -1.166 -0.021 -0.089 0.423 -0.24
O 1.268 -2.761 -1.606 -0.021 -0.301 -0.534 -0.37
C 1.632 0.078 1.015 0.695 -0.297 -0.421 0.45
O 2.825 -0.032 1.067 -0.888 -0.008 0.112 -0.33
C 0.770 0.022 2.256 0.740 -0.468 0.283 0.16
N 1.102 -0.746 3.276 -1.638 -0.191 -0.422 -0.55
C -0.373 0.841 2.245 -0.080 0.636 -0.215 0.51
F -1.180 0.852 3.238 0.025 0.163 0.152 -0.18
C -0.608 1.721 1.061 0.134 0.709 -0.365 0.40
O -1.017 2.845 1.134 -0.311 -0.449 0.335 -0.35
H -2.795 0.287 -2.131 0.073 0.606 0.340 0.40
H -1.955 -0.465 -0.913 -0.380 0.194 0.240 0.38
H -0.637 1.780 -2.225 0.134 0.058 -0.245 0.27
H -1.913 2.047 -1.033 -0.016 0.453 -0.096 0.25
H 2.086 0.234 -1.910 0.143 0.099 -0.133 0.28
H 0.562 -0.561 -2.225 -0.175 -0.116 -0.152 0.24
H 0.336 -2.605 -1.397 -0.036 0.085 0.330 0.43
H 1.367 -1.710 3.071 1.190 0.215 0.216 0.46
H 0.495 -0.671 4.090 0.148 -0.101 0.227 0.44
Pt -2.866 -1.839 -2.751 0.578 0.272 -0.149 0.62
```
Positions in Å, forces in eV/Å.

Output
Net charge   +2
HOMO-LUMO gap   2.505 eV
LUMO   -0.491 Ha
DFT total energy   -25545.824 eV

***

- Which of these has the lowest DFT total energy?
  C30H45N3O7P2Sm